Entry 1:
This record from the OMol25 dataset describes a structure of composition C21H23MnN5O5S3. The level of theory is wB97M-V/def2-TZVPD.

Properties
Molar mass = 576.584 g/mol
Energy relative to the best compared isomer or geometry (same formula, charge and spin) = 0.443 eV
Net charge = +2
LUMO (alpha / beta) = -0.23779 / -0.28413 hartree
Orbital gap (alpha / beta) = 8.08 / 7.05 eV
<S²> = 3.776
HOMO (alpha / beta) = -14.547 / -14.786 eV
Multiplicity = 4

Geometry (Å):
Mn: 0.44471 1.21591 -0.21582
S: -3.23426 2.88170 0.69557
S: -4.82823 0.75287 0.20506
S: 1.83617 2.65277 1.40794
O: 2.72418 3.68605 1.00732
O: -1.49936 -4.14323 3.49848
O: 1.53125 -5.37607 -1.40743
O: 0.40524 2.83037 0.96277
O: 2.12535 1.29415 0.80001
N: -0.39275 0.01524 1.14144
N: -1.25108 1.57708 -1.20035
N: 1.15151 2.40922 -1.70969
N: -2.44208 0.88037 -1.01537
N: 0.81815 -0.52886 -1.08118
C: -1.06141 0.41230 2.23057
C: 1.43003 -0.70951 -2.25956
C: -0.62523 -2.25171 1.83115
C: 1.52502 -3.07338 -1.92852
C: 1.88258 2.47193 3.15292
C: 0.15527 3.00722 -2.40198
C: 2.40595 2.79950 -1.91134
C: -4.31283 -0.92232 0.64632
C: -3.27519 1.46204 -0.23582
C: -1.53183 -0.48681 3.16365
C: 2.72151 3.81008 -2.81299
C: -1.80085 -2.85589 3.97126
C: 1.70464 4.43010 -3.51267
C: 1.91745 -4.44674 -2.38728
C: -0.17893 -1.29632 0.93673
C: -1.16783 2.45457 -2.12628
C: 1.79482 -1.95666 -2.71361
C: -1.30900 -1.84882 2.97183
C: 0.87964 -2.88395 -0.71263
C: 0.53550 -1.60627 -0.31830
C: 0.38962 4.01525 -3.31173
H: 1.73068 3.45861 3.58640
H: 3.16948 2.30096 -1.32993
H: 0.65960 -3.74180 -0.09606
H: -1.20937 1.47895 2.33687
H: -2.06551 -0.12255 4.03230
H: 1.62591 0.17814 -2.84314
H: 1.77621 -6.26490 -1.68474
H: -3.75257 -1.35459 -0.17858
H: 1.11311 1.77321 3.47063
H: -2.03489 2.73064 -2.71964
H: -0.45166 -3.30385 1.66589
H: 3.00058 -4.45432 -2.55743
H: -1.70424 -4.79796 4.17371
H: 2.28578 -2.05162 -3.67299
H: -3.72679 -0.91003 1.56283
H: -1.32271 -2.64654 4.93520
H: -2.88055 -2.71246 4.10451
H: 1.42990 -4.63830 -3.35066
H: -0.43183 4.46956 -3.84849
H: 1.92259 5.22491 -4.21285
H: 2.87411 2.09988 3.40599
H: 3.75415 4.09858 -2.94538
H: -5.22971 -1.48668 0.80508

Entry 2:
This record from the OMol25 dataset describes a structure of composition C24H30Br3N6V at a distorted geometry. The level of theory is wB97M-V/def2-TZVPD.

Properties
Molar mass = 693.202 g/mol
LUMO (alpha / beta) = -0.02927 / -0.00700 hartree
Orbital gap (alpha / beta) = 6.90 / 7.52 eV
<S²> = 2.024
HOMO (alpha / beta) = -7.700 / -7.711 eV
Multiplicity = 3

Geometry (Å):
Br: -0.55516 1.37337 0.49932
Br: 2.39313 -0.58914 -1.51505
Br: 1.66998 -0.93549 2.35974
V: 0.80771 -0.49463 0.20439
N: -0.57171 -2.89796 1.34093
N: 0.80658 5.06608 -0.39175
N: 3.80217 2.51958 -0.00833
N: -2.68532 0.25071 -5.60942
N: -5.79701 0.04171 2.39460
N: 3.91104 -4.36091 2.30004
C: 2.31761 -5.69420 1.49054
C: 0.43984 4.25161 -1.48855
C: -4.01811 0.63533 -3.93358
C: -4.78113 0.95086 2.30673
C: 2.90978 -5.23470 2.63780
C: 1.86590 5.84331 -0.79657
C: -2.75294 0.35794 -3.42527
C: -3.92175 0.65370 -5.30882
C: 0.22342 -2.66781 0.25377
C: 3.87013 -4.21698 0.93397
C: -3.73870 0.41934 3.09670
C: 1.34449 4.46388 -2.49630
C: 2.31362 5.44793 -2.01285
C: 4.60007 1.95953 1.97074
C: -1.86804 -2.75279 0.96694
C: 3.33370 2.58979 2.09955
C: 2.90081 -5.00905 0.38161
C: -1.93450 -2.45834 -0.36600
C: -4.18782 -0.81149 3.64369
C: 4.85806 1.86545 0.64887
C: 2.86938 2.90701 0.88391
C: -5.48538 -1.00798 3.23370
C: -0.62539 -2.50408 -0.85822
C: -1.97497 -0.00522 -4.48751
H: 2.74476 -5.57040 3.66879
H: 2.90657 2.73065 3.07818
H: 1.24146 -3.07010 0.27121
H: 2.01929 3.46456 0.51417
H: 2.19964 6.61675 -0.17289
H: 5.02392 1.40911 2.80649
H: 3.14295 6.00398 -2.45847
H: 3.62839 2.40673 -0.98998
H: -4.62107 0.93634 -6.10265
H: -6.07071 -1.88855 3.35127
H: 4.59690 -3.57616 0.42187
H: -2.74479 -2.17595 -1.02243
H: -3.70983 -1.61169 4.15307
H: -4.90668 1.77153 1.66314
H: -4.81620 0.86418 -3.27379
H: 0.15668 5.25325 0.37307
H: -0.36572 -2.25809 -1.87514
H: -2.62593 -2.79061 1.77402
H: -0.96692 -0.34232 -4.72711
H: 2.62193 -5.06379 -0.62729
H: -2.76706 0.83397 3.21976
H: 1.38664 3.88428 -3.39230
H: -2.46734 0.26475 -2.40045
H: -0.18167 -2.99529 2.23789
H: 1.43944 -6.35844 1.41123
H: -2.38747 0.03289 -6.52374
H: 5.68798 1.37924 0.08790
H: -6.73461 0.14586 2.18002
H: 4.66682 -4.01406 2.85102
H: -0.43685 3.76098 -1.44616

Entry 3:
This record from the OMol25 dataset describes a cluster of 2 separate species, C2H6OSi2 in total at a distorted geometry. The level of theory is wB97M-V/def2-TZVPD.

Properties
Molar mass = 102.241 g/mol
Energy relative to the best compared isomer or geometry (same formula, charge and spin) = 3.834 eV
LUMO = -0.06579 hartree
Orbital gap = 7.27 eV
HOMO = -9.061 eV

Geometry (Å):
Si: -0.88996 -0.71345 1.50617
Si: 1.05729 1.64381 -0.54756
O: 0.51112 -0.01998 1.54280
C: 0.13522 -0.87156 -1.97454
C: 0.53301 0.18770 -1.56536
H: 0.35559 2.88530 -0.78144
H: -0.93495 -1.64209 2.59191
H: -0.14626 -1.78851 -2.52573
H: -0.96182 -1.23216 0.11797
H: -2.11280 0.12840 1.75795
H: 2.45355 1.42254 -0.12218

Entry 4:
This record from the OMol25 dataset describes an isolated molecule of C5H10N2O at a distorted geometry. The level of theory is wB97M-V/def2-TZVPD.

Properties
Molar mass = 114.148 g/mol
Energy relative to the best compared isomer or geometry (same formula, charge and spin) = 2.686 eV
LUMO = 0.01877 hartree
Orbital gap = 8.94 eV
SMILES = C=C(NN)C(=O)CC
HOMO = -8.432 eV

Geometry (Å):
O: -1.26195 0.75560 -1.30945
N: 0.01955 1.99669 0.64062
N: 0.04430 2.41334 1.98367
C: -0.17533 -2.06279 -1.73888
C: 0.57500 0.72055 0.21688
C: -0.71327 -1.42734 -0.47404
C: 1.60086 0.06258 0.76065
C: -0.59281 0.09903 -0.49953
H: 0.89858 -1.88445 -1.85029
H: 2.24118 0.57883 1.47100
H: -0.24298 -1.85623 0.41354
H: 0.14335 3.42732 2.05790
H: -0.34079 -3.14443 -1.72631
H: -0.72792 2.36897 0.04002
H: -0.66765 -1.65245 -2.62607
H: 1.82391 -0.97485 0.54757
H: -1.78388 -1.63566 -0.36525
H: -0.84013 2.21530 2.45795

Entry 5:
This record from the OMol25 dataset describes a structure of composition C31H44AuBrCl3GeN2O2SSi3. The level of theory is wB97M-V/def2-TZVPD.

Properties
Molar mass = 1048.870 g/mol
Energy relative to the best compared isomer or geometry (same formula, charge and spin) = 1.545 eV
LUMO (alpha / beta) = 0.01201 / -0.06296 hartree
Orbital gap (alpha / beta) = 8.55 / 6.36 eV
<S²> = 0.762
HOMO (alpha / beta) = -8.219 / -8.078 eV
Multiplicity = 2

Geometry (Å):
Au: -1.33014 0.51505 0.02847
Br: -3.80886 -5.23864 2.32010
Ge: -1.52172 1.66645 2.18543
Cl: 5.27726 1.81787 -0.11546
Cl: 2.26118 -2.25430 -1.76560
Cl: 3.00939 -4.40565 -7.65476
S: 2.82609 -6.78701 -5.87403
Si: -2.14056 3.88634 1.49707
Si: 0.79322 1.51270 2.79946
Si: -2.93883 0.86417 3.92772
O: -0.68430 2.22413 -0.95411
O: 2.39838 -2.33732 -4.75657
N: -0.68308 -0.63287 -1.78984
N: 0.22056 -0.72556 -3.77706
C: 4.48708 0.99648 -1.41896
C: 3.94017 0.81821 -3.72626
C: -3.44478 -1.35152 0.92948
C: -0.52582 -1.87450 -3.63024
C: 3.78073 -0.16136 -1.15993
C: 3.38983 -5.36829 -3.82902
C: -1.73804 -3.36205 1.78382
C: -3.96837 -2.57578 1.32644
C: -2.62245 -0.90767 4.45040
C: 3.14229 -0.82208 -2.20140
C: 1.08356 -0.38980 -4.88871
C: -3.50648 3.73740 0.22444
C: 1.24344 3.01835 3.83136
C: -1.09235 -1.79709 -2.39794
C: 1.11028 -0.01567 3.84943
C: 0.08564 -0.00543 -2.64983
C: -2.07065 -1.11749 0.94036
C: 3.11121 -5.11322 -6.09396
C: 3.09771 -6.64469 -4.18788
C: 3.20644 -0.34876 -3.51190
C: 4.57315 1.50185 -2.70529
C: -2.50801 1.95794 5.39962
C: -1.22878 -2.13694 1.37337
C: -4.74929 1.10912 3.49512
C: 2.49949 -0.93810 -4.72614
C: 3.65581 -2.99938 -4.83009
C: -2.79047 4.83078 2.99332
C: -0.69568 4.84715 0.79623
C: 1.85338 1.44732 1.25312
C: -3.10677 -3.57065 1.75544
C: 3.40305 -4.46555 -4.93227
H: -3.89359 4.72386 -0.04609
H: -3.20821 -1.12560 5.34839
H: 1.12418 0.69573 -4.97514
H: -2.64080 3.01813 5.18242
H: 0.52387 0.96582 -2.47753
H: -3.03700 5.85423 2.69781
H: 4.01414 1.20431 -4.73679
H: -1.46731 1.80460 5.69759
H: 3.02634 -7.51395 -3.55521
H: -3.13582 1.70850 6.25942
H: -1.07475 -4.14700 2.12096
H: 4.20804 -2.63776 -5.70576
H: -5.38692 0.82373 4.33600
H: -1.57006 -1.06701 4.68982
H: 1.70705 0.49811 0.72848
H: 0.52456 0.02649 4.77055
H: -4.95528 2.15419 3.25360
H: -5.03932 0.50274 2.63566
H: 0.84051 -0.93560 3.32710
H: -0.29212 4.31265 -0.06370
H: 5.12909 2.40766 -2.89998
H: -1.03680 5.83525 0.47222
H: -3.10130 3.26275 -0.67088
H: 1.10466 3.94686 3.27552
H: -4.12411 -0.57796 0.59469
H: 2.91453 1.54342 1.50209
H: -1.72876 -2.50170 -1.88951
H: -2.90373 -1.62574 3.68070
H: -0.55295 -2.63173 -4.39330
H: 4.25099 -2.78389 -3.93689
H: -0.15510 -1.99072 1.38028
H: 0.65112 -0.79668 -5.80202
H: 3.06261 -0.59401 -5.60717
H: 1.57248 2.23963 0.55621
H: -5.03608 -2.74784 1.30712
H: -4.34136 3.13691 0.59372
H: 0.62075 3.07078 4.72790
H: 2.16545 -0.07874 4.12919
H: -2.04666 4.88541 3.79141
H: 0.10084 4.99198 1.52862
H: 3.71120 -0.54906 -0.15387
H: 2.28778 2.96988 4.15138
H: 3.58888 -5.05951 -2.81259
H: -3.69491 4.37692 3.40461